Record 1
{"formula": "C22H16F2NO4S2", "method": "ωB97M-V with the def2-TZVPD basis set", "species": ["C", "C", "C", "C", "S", "C", "C", "C", "C", "C", "C", "C", "O", "O", "C", "C", "H", "H", "H", "H", "H", "H", "H", "H", "H", "H", "H", "F", "C", "F", "S", "N", "C", "O", "C", "C", "C", "C", "C", "C", "C", "O", "H", "H", "H", "H", "H"], "xyz": [[4.9617, -1.3507, -2.6988], [5.2041, -1.1817, -1.3323], [4.3718, -0.3669, -0.5733], [3.2698, 0.2485, -1.1843], [2.1287, 1.1726, -0.1781], [0.7864, 0.1295, 0.5451], [-0.3989, -0.3641, -0.3159], [-1.1923, -1.3841, 0.1895], [-2.3514, -1.7655, -0.4918], [-2.6863, -1.1498, -1.7020], [-1.8556, -0.1599, -2.2263], [-0.7131, 0.2392, -1.5189], [2.8859, 1.5879, 0.9827], [1.5004, 2.1604, -1.0380], [3.0572, 0.1409, -2.5592], [3.8923, -0.6916, -3.3087], [5.6161, -1.9941, -3.2895], [6.0345, -1.6881, -0.8388], [4.5437, -0.2254, 0.4929], [1.0838, -0.3976, 1.4973], [-0.8856, -1.8918, 1.1056], [-2.9869, -2.5427, -0.0647], [-3.5970, -1.4378, -2.2317], [-2.0867, 0.3353, -3.1706], [-0.0866, 1.0403, -1.9024], [2.2281, 0.6823, -3.0133], [3.6951, -0.8129, -4.3743], [2.9074, -1.4995, 2.6535], [2.0914, -2.3291, 1.8876], [0.8791, -2.4693, 2.5716], [1.8676, -1.6966, 0.2503], [-1.0522, 0.9890, 3.2940], [-2.4276, 0.8116, 3.6121], [-2.8851, 0.3964, 4.6658], [-3.2024, 1.2313, 2.4007], [-2.3006, 1.6104, 1.4317], [-2.6976, 2.1451, 0.2078], [-4.0727, 2.1973, -0.0564], [-4.9999, 1.7654, 0.9113], [-4.5709, 1.2934, 2.1628], [-0.9772, 1.3036, 2.0137], [0.1536, 1.3731, 1.3039], [2.5659, -3.3133, 1.7677], [-1.9464, 2.5064, -0.4922], [-4.4271, 2.5768, -1.0168], [-6.0666, 1.8039, 0.6854], [-5.2579, 0.9716, 2.9451]], "forces_ev_per_angstrom": [[-0.20, 0.09, -0.06], [-0.04, 0.38, 0.03], [-0.03, 0.02, -0.22], [0.31, -0.10, -0.58], [0.28, 0.89, 1.05], [-0.37, -1.50, 1.12], [1.01, 0.38, 0.68], [-0.69, -0.33, -0.02], [0.32, 0.22, 0.17], [-0.01, 0.11, -0.11], [0.17, -0.13, 0.35], [-0.37, 0.05, -0.57], [-0.09, -0.03, -0.62], [0.41, -0.36, 0.19], [-0.08, -0.20, 0.52], [0.19, 0.06, 0.02], [-0.22, 0.14, 0.14], [-0.19, 0.12, -0.22], [-0.17, -0.07, -0.29], [-1.24, 1.90, -0.95], [-0.19, 0.18, -0.24], [0.15, 0.19, -0.17], [0.27, 0.05, 0.15], [-0.03, -0.19, 0.22], [-0.22, -0.18, 0.08], [0.17, -0.21, 0.09], [0.15, 0.01, 0.25], [-0.58, -0.60, 0.13], [-0.09, 0.36, -0.77], [0.79, 0.05, 0.23], [2.03, -4.13, -1.79], [0.16, -0.59, -0.59], [0.45, 0.03, 0.50], [0.53, 0.50, -1.15], [-1.50, 0.10, -0.36], [-0.37, 0.12, -0.77], [0.01, -0.22, 0.36], [-0.05, -0.07, 0.46], [0.27, 0.01, -0.06], [0.30, 0.04, -0.06], [1.91, 0.09, 0.15], [-3.09, 2.72, 1.96], [-0.19, 0.26, 0.61], [-0.24, -0.18, 0.06], [0.08, -0.09, 0.30], [0.27, 0.01, 0.05], [0.02, 0.11, -0.27]], "orbital_gap_ha": 0.2409, "relative_energy_ev": 2.5737, "lumo_energy_ev": 2.346, "total_charge": -1}



Record 2
{"formula": "C15H15Cl15N2", "method": "ωB97M-V with the def2-TZVPD basis set", "species": ["N", "C", "C", "C", "C", "C", "H", "H", "H", "H", "H", "N", "C", "C", "C", "C", "C", "H", "H", "H", "H", "H", "C", "Cl", "Cl", "Cl", "H", "C", "Cl", "Cl", "Cl", "H", "C", "Cl", "Cl", "Cl", "H", "C", "Cl", "Cl", "Cl", "H", "C", "Cl", "Cl", "Cl", "H"], "xyz": [[-2.2477, 0.2112, -1.6168], [-3.4545, -0.1811, -2.0569], [-4.5905, -0.0836, -1.2796], [-4.4903, 0.3562, 0.0445], [-3.2553, 0.7772, 0.5055], [-2.1883, 0.7114, -0.3982], [-3.4640, -0.6372, -3.0389], [-5.5653, -0.3123, -1.6896], [-5.3355, 0.4002, 0.7186], [-3.0927, 1.1764, 1.4950], [-1.2264, 1.0927, -0.0790], [0.9977, -1.1932, 0.9172], [0.1704, -1.7900, 0.0618], [0.0286, -3.1826, 0.0103], [0.7366, -3.9462, 0.9112], [1.6246, -3.3396, 1.7937], [1.6628, -1.9619, 1.7903], [-0.2508, -1.1303, -0.6856], [-0.7322, -3.6188, -0.6232], [0.5365, -5.0116, 0.8988], [2.1902, -3.9398, 2.4916], [2.2957, -1.4859, 2.5297], [0.3406, 0.7680, 3.8597], [-0.3519, 1.5975, 2.4294], [-0.2830, 1.5031, 5.3208], [2.0936, 0.9481, 3.8066], [0.0505, -0.2747, 3.8479], [0.1011, 5.5078, 1.8655], [1.3899, 5.4937, 3.0982], [0.0417, 6.9640, 0.8931], [-1.4655, 5.1844, 2.5968], [0.3837, 4.7430, 1.1520], [1.7466, 1.8403, -0.3174], [2.3011, 0.7661, -1.5858], [0.4958, 2.9147, -0.9017], [3.0944, 2.8596, 0.2928], [1.3977, 1.1620, 0.4600], [0.1061, -0.1827, -4.1848], [-1.4134, -0.1198, -5.0931], [1.4376, -0.1809, -5.3130], [0.1497, -1.6474, -3.1852], [0.1623, 0.7288, -3.6023], [3.4999, -2.6505, -1.5843], [3.2979, -4.2793, -0.9832], [3.6410, -2.5886, -3.3710], [4.8570, -1.8270, -0.8716], [2.5760, -2.1415, -1.3298]], "forces_ev_per_angstrom": [[-0.35, -0.04, -0.41], [0.50, -0.08, 0.37], [-0.49, 0.10, 0.41], [0.33, 0.20, -0.07], [0.16, -0.16, -0.81], [0.02, 0.25, 0.83], [-0.15, 0.19, -0.10], [0.07, -0.25, -0.03], [-0.20, -0.05, -0.23], [-0.08, -0.06, 0.07], [0.05, -0.15, -0.06], [0.02, 0.05, 0.55], [0.93, -0.27, -0.29], [-0.66, 0.87, 0.37], [-0.26, -0.34, -0.11], [-0.85, -0.38, -0.18], [0.43, -0.10, -0.01], [-0.44, -0.16, 0.17], [0.19, -0.06, -0.21], [0.38, -0.05, 0.17], [0.10, 0.16, 0.07], [0.01, 0.36, -0.18], [0.06, 0.70, -0.38], [-0.03, -0.24, 0.42], [-0.19, -0.01, 0.24], [0.03, -0.21, 0.00], [0.12, -0.03, -0.19], [0.46, -0.35, -0.08], [-0.30, 0.25, -0.24], [0.12, 0.46, 0.13], [0.06, -0.11, -0.05], [-0.32, -0.33, 0.26], [0.81, 0.08, 0.26], [0.19, -0.04, -0.43], [-0.39, 0.07, -0.10], [-0.35, -0.49, 0.02], [-0.12, 0.38, 0.16], [-0.42, -0.19, -0.27], [-0.13, 0.02, 0.07], [0.49, 0.04, -0.18], [0.02, 0.30, -0.22], [-0.02, -0.28, 0.39], [-0.52, 0.26, -0.69], [0.41, -0.47, -0.20], [-0.04, -0.20, 0.45], [0.24, 0.09, 0.32], [0.13, 0.25, -0.02]], "orbital_gap_ha": 0.3758, "relative_energy_ev": 0.0000, "lumo_energy_ev": 0.356}



Record 3
{"formula": "C26H43Cl3O2P2Ti", "method": "ωB97M-V with the def2-TZVPD basis set", "species": ["Ti", "C", "C", "C", "C", "C", "C", "H", "H", "H", "C", "H", "H", "H", "C", "H", "H", "H", "C", "H", "H", "H", "C", "H", "H", "H", "C", "C", "C", "C", "C", "C", "C", "C", "H", "H", "H", "H", "H", "H", "H", "H", "H", "H", "H", "H", "P", "P", "C", "C", "H", "H", "H", "H", "C", "H", "H", "H", "C", "H", "H", "H", "C", "H", "H", "H", "C", "H", "H", "H", "Cl", "C", "Cl", "Cl", "C", "O", "O"], "xyz": [[0.0334, 0.5038, 0.6808], [0.3018, 2.8035, 1.2968], [-1.1088, 2.4313, 1.1797], [-0.3339, 1.7407, 3.2643], [0.7481, 2.3780, 2.5898], [-1.4705, 1.7433, 2.4070], [1.0492, 3.7476, 0.4193], [0.4737, 4.0396, -0.4632], [1.9970, 3.3105, 0.0807], [1.3020, 4.6628, 0.9740], [2.0713, 2.6852, 3.1732], [2.7860, 2.9954, 2.4000], [2.4805, 1.7965, 3.6718], [2.0117, 3.4855, 3.9271], [-0.3022, 1.2546, 4.6592], [-0.4390, 2.0746, 5.3819], [0.6556, 0.7658, 4.8818], [-1.0976, 0.5192, 4.8353], [-2.8486, 1.3611, 2.8071], [-3.2790, 2.1063, 3.4925], [-2.8599, 0.3958, 3.3240], [-3.5094, 1.2950, 1.9379], [-2.1055, 3.0055, 0.2237], [-2.7875, 3.6970, 0.7520], [-2.7365, 2.2260, -0.2308], [-1.6313, 3.5771, -0.5839], [1.4680, -1.5320, -3.4494], [1.2785, -0.2223, -3.7142], [0.2265, 0.2626, -4.6639], [-1.1783, -0.3575, -4.4461], [-1.5130, -0.7581, -3.0328], [-1.4037, -2.0257, -2.5926], [-0.5865, -3.1082, -3.2350], [0.6643, -2.6515, -4.0427], [0.5300, 0.0333, -5.7011], [-1.2989, -1.2144, -5.1326], [0.1580, 1.3582, -4.5977], [0.3662, -2.4152, -5.0756], [2.3448, -1.8526, -2.8735], [2.0462, 0.5124, -3.4662], [1.3312, -3.5277, -4.0943], [-0.2558, -3.8091, -2.4511], [-2.0524, -2.3960, -1.7988], [-1.2146, -3.7099, -3.9148], [-1.9156, 0.3965, -4.7711], [-2.0941, -0.0141, -2.4747], [1.7360, 0.0399, -0.7783], [-1.5370, -1.4313, 0.9384], [0.9087, -1.6669, -0.7421], [-0.1393, -2.3762, 0.1789], [1.7769, -2.3399, -0.8105], [0.4577, -1.5947, -1.7296], [-0.6442, -3.1615, -0.4018], [0.4176, -2.8930, 0.9733], [-1.9729, -2.3832, 2.3962], [-2.7477, -1.8519, 2.9629], [-1.0971, -2.5072, 3.0452], [-2.3508, -3.3688, 2.0900], [-3.0955, -1.2639, 0.0409], [-3.5193, -2.2517, -0.1726], [-2.9607, -0.7106, -0.8929], [-3.7964, -0.6920, 0.6657], [3.4542, 0.2408, -1.2026], [3.7304, 1.3060, -1.1141], [3.6938, -0.1177, -2.2124], [4.0429, -0.3116, -0.4515], [0.4897, 1.1858, -1.5348], [-0.2349, 1.6497, -0.8216], [-0.1444, 0.7179, -2.2821], [1.0220, 2.0396, -1.9672], [3.1739, -0.3190, 4.6550], [2.4058, -1.6392, 3.7230], [3.4158, -3.0658, 3.6881], [0.8267, -2.0462, 4.4750], [2.2065, -1.0713, 2.2529], [3.0750, -1.2906, 1.4134], [1.1056, -0.3961, 2.0612]], "forces_ev_per_angstrom": [[0.40, 1.45, 5.20], [-0.97, -0.64, 0.50], [0.76, -0.45, 0.23], [-0.15, 0.22, -1.01], [-0.81, 0.01, -0.81], [1.03, 0.37, -0.66], [0.35, 0.20, -0.24], [0.09, -0.01, 0.14], [-0.09, 0.19, 0.03], [-0.12, -0.21, -0.17], [0.63, -0.34, -0.02], [-0.17, 0.00, 0.24], [-0.10, 0.41, -0.11], [-0.12, -0.19, -0.22], [0.07, -0.57, 0.34], [0.04, -0.13, -0.28], [-0.26, 0.22, 0.01], [0.18, 0.21, 0.04], [-0.35, -0.28, -0.04], [0.15, -0.15, -0.16], [-0.07, 0.19, 0.02], [0.04, 0.04, 0.14], [-0.50, 0.22, -0.19], [0.28, -0.25, -0.24], [0.08, 0.24, 0.04], [-0.11, -0.18, 0.17], [0.69, 1.04, -0.80], [1.02, -1.48, -1.25], [-0.37, 0.34, -0.21], [0.32, 0.42, -0.58], [-0.93, -1.01, -0.26], [-0.80, 0.40, -0.71], [0.21, -0.21, -0.41], [-0.20, -0.60, -0.04], [0.04, 0.21, 0.36], [-0.07, 0.36, 0.52], [0.03, -0.25, -0.07], [0.23, -0.02, 0.39], [-0.23, 0.25, -0.25], [-0.15, -0.27, 0.10], [-0.27, 0.29, -0.17], [-0.15, 0.17, -0.17], [0.47, 0.39, 0.11], [0.10, 0.14, 0.29], [0.17, -0.39, 0.13], [-0.05, -0.40, -0.10], [-1.01, 0.22, 1.45], [0.58, 0.88, 0.45], [0.17, 0.03, -1.11], [-0.25, -0.29, 0.27], [-0.25, 0.23, 0.12], [0.11, -0.40, 0.40], [0.66, 0.05, -0.16], [-0.44, 0.30, 0.11], [0.06, -0.01, 0.56], [0.10, -0.21, -0.17], [-0.29, 0.00, -0.30], [0.05, 0.24, 0.05], [-0.13, -0.30, -0.52], [-0.13, 0.22, 0.00], [-0.14, -0.17, 0.21], [0.30, -0.25, 0.02], [0.90, -0.08, -0.36], [-0.32, -0.33, -0.06], [-0.08, 0.12, 0.28], [-0.37, 0.12, -0.27], [0.24, -0.40, -0.73], [0.07, 0.48, -0.14], [0.21, 0.17, 0.05], [-0.12, -0.10, 0.19], [0.00, -0.56, -0.08], [-0.32, 0.32, -0.39], [-0.07, 0.20, 0.04], [0.55, 0.07, -0.09], [0.74, -0.47, -0.76], [-1.27, 0.45, 0.92], [0.14, -0.53, 0.21]], "orbital_gap_ha": [0.2591, 0.2591], "lumo_energy_ev": [-7.105, -7.107], "total_charge": 2}



Values for electronic energy, hartree, ordered as above
-2199.7196; -7592.9414; -4079.1017